No. 1
This record from OMol25 describes a structure of composition C33H40IrN3O4S3 in a non-equilibrium geometry. The level of theory is ωB97M-V/def2-TZVPD.

```
! wB97M-V def2-TZVPD RIJCOSX def2/J DEFGRID3
* xyz 3 6
Ir 0.116 -0.643 0.037
C -2.260 -3.437 -0.191
C -1.041 -4.213 -0.646
S 0.317 -3.124 -1.241
C 1.757 -3.928 -0.451
C 1.757 -3.907 1.067
S 1.465 -2.222 1.748
C 0.074 -2.427 2.923
C -1.234 -2.980 2.392
S -1.943 -2.051 0.973
H -2.960 -4.110 0.309
H -2.765 -2.983 -1.042
H -1.322 -4.836 -1.498
H -0.650 -4.866 0.132
H 2.620 -3.399 -0.855
H 1.779 -4.955 -0.819
H 2.745 -4.211 1.418
H 1.028 -4.588 1.500
H -0.068 -1.413 3.300
H 0.424 -3.052 3.749
H -1.976 -2.912 3.190
H -1.157 -4.026 2.103
O -1.433 0.931 1.551
C -1.007 1.976 2.437
C 0.229 1.722 3.226
C 0.295 2.212 4.515
C 1.418 1.988 5.302
C 2.527 1.295 4.806
C 2.484 0.792 3.535
C 1.345 0.988 2.681
O 1.380 0.535 1.494
N 1.413 2.457 6.700
O 2.431 2.288 7.312
O 0.383 2.944 7.083
H -1.831 2.224 3.118
H -0.527 2.770 4.942
H 3.397 1.169 5.437
H 3.314 0.236 3.129
C 0.437 3.395 0.778
C -0.960 3.015 1.244
C -1.780 4.216 1.521
C -3.113 4.242 1.315
C -3.800 3.136 0.724
C -3.174 2.020 0.279
C -3.911 0.895 -0.352
C -1.679 1.849 0.467
N -1.018 1.276 -0.658
C -0.796 1.834 -1.790
C -1.229 3.195 -2.188
C -0.015 1.015 -2.743
C 0.188 1.525 -4.121
N 0.505 -0.076 -2.296
C 1.269 -0.923 -3.084
C 0.712 -1.610 -4.192
C -0.752 -1.624 -4.464
C 1.574 -2.293 -5.039
C 2.935 -2.352 -4.791
C 3.459 -1.764 -3.645
C 2.639 -1.066 -2.770
C 3.197 -0.423 -1.547
H 0.980 3.841 1.609
H 0.387 4.138 -0.014
H 0.994 2.534 0.420
H -1.258 5.075 1.914
H -3.693 5.115 1.568
H -4.872 3.225 0.602
H -4.831 0.686 0.194
H -3.301 -0.003 -0.389
H -4.208 1.160 -1.368
H -1.721 3.718 -1.374
H -1.918 3.145 -3.030
H -0.371 3.779 -2.519
H 0.612 2.527 -4.104
H -0.765 1.606 -4.642
H 0.849 0.881 -4.692
H -1.338 -1.324 -3.600
H -1.052 -2.625 -4.766
H -0.996 -0.966 -5.299
H 1.167 -2.781 -5.911
H 3.578 -2.886 -5.474
H 4.515 -1.832 -3.439
H 4.040 -0.989 -1.160
H 2.432 -0.323 -0.763
H 3.565 0.575 -1.780
*
```

Its expectation value of S² is 8.819. For the HOMO-LUMO gap (spin up / spin down), the calculation gives 6.215 / 3.699 eV. Its HOMO energy (spin up / spin down) is -15.605 / -15.804 eV.

Here are the Mulliken charges for atoms 1 to 2, given in e: Ir 1.88; C -1.06

=====

No. 2
This record from OMol25 describes a structure of composition C38H50InN3O8SSbSeSi in a non-equilibrium geometry. The level of theory is ωB97M-V/def2-TZVPD.

```
! wB97M-V def2-TZVPD RIJCOSX def2/J DEFGRID3
* xyz -1 1
In 0.270 -0.505 -0.477
O 1.032 2.199 -2.458
C 1.788 1.338 -2.025
O 1.871 0.952 -0.788
C 2.702 0.611 -2.971
C 3.499 1.340 -3.846
C 4.331 0.711 -4.755
C 4.352 -0.677 -4.804
C 3.547 -1.415 -3.958
C 2.711 -0.791 -3.022
S 1.732 -1.877 -2.051
H 3.451 2.421 -3.799
H 4.950 1.295 -5.425
H 4.994 -1.187 -5.513
H 3.545 -2.496 -4.003
O -1.355 1.216 -1.106
C -1.385 2.608 -0.741
C -0.730 3.038 0.533
C -0.709 4.397 0.745
C -0.285 4.950 1.952
C 0.072 4.092 2.998
C 0.074 2.743 2.794
C -0.244 2.138 1.534
O -0.107 0.873 1.390
N -0.257 6.357 2.132
O -0.646 7.083 1.221
O 0.154 6.805 3.200
H -1.008 3.200 -1.577
H -1.050 5.067 -0.035
H 0.329 4.516 3.958
H 0.329 2.084 3.611
C 5.610 -1.270 1.825
C 4.511 -1.398 0.778
C 4.593 -2.733 0.047
Sb 2.449 -1.113 1.543
C 2.722 0.462 3.059
C 3.352 1.668 2.373
C 3.418 0.085 4.361
C 2.159 -2.985 2.696
C 0.823 -2.831 3.414
C 3.263 -3.428 3.643
H 6.587 -1.423 1.356
H 5.499 -2.014 2.614
H 5.613 -0.281 2.281
H 4.616 -0.591 0.048
H 4.475 -3.570 0.740
H 5.565 -2.834 -0.446
H 3.817 -2.803 -0.715
H 1.684 0.697 3.284
H 4.402 1.489 2.134
H 3.295 2.550 3.017
H 2.823 1.895 1.445
H 4.419 -0.313 4.196
H 2.835 -0.654 4.911
H 3.508 0.974 4.994
H 2.042 -3.729 1.904
H 0.888 -2.075 4.201
H 0.517 -3.776 3.875
H 0.048 -2.532 2.705
H 3.465 -2.676 4.406
H 4.188 -3.635 3.106
H 2.963 -4.351 4.154
C -5.559 -0.522 -3.865
N -4.156 -0.694 -4.181
N -3.198 -0.267 -3.257
C -2.061 -1.069 -3.363
O -1.021 -0.878 -2.760
C -2.404 -2.071 -4.343
C -3.666 -1.832 -4.769
C -4.494 -2.584 -5.749
C -3.252 1.018 -2.696
C -2.780 1.147 -1.267
C -2.945 2.564 -0.675
C -3.645 3.589 -1.488
C -3.980 3.356 -2.756
C -3.788 2.049 -3.363
H -5.677 0.382 -3.275
H -5.955 -1.368 -3.294
H -6.122 -0.415 -4.791
H -1.731 -2.849 -4.654
H -3.892 -3.360 -6.215
H -4.869 -1.914 -6.524
H -5.349 -3.055 -5.261
H -3.199 0.320 -0.687
H -3.293 2.555 0.359
H -3.828 4.548 -1.020
H -4.439 4.126 -3.363
H -4.118 1.912 -4.386
O -0.190 -4.165 -1.071
C 0.106 -3.681 -0.088
C -2.148 0.117 3.392
Si -2.850 -1.253 2.296
C -2.987 -2.818 3.371
C -4.638 -0.743 1.858
Se -1.888 -1.888 0.305
H -2.770 0.227 4.283
H -2.125 1.073 2.874
H -1.130 -0.112 3.705
H -3.725 -2.673 4.162
H -2.035 -3.067 3.838
H -3.293 -3.670 2.764
H -5.265 -0.690 2.750
H -5.075 -1.474 1.176
H -4.669 0.232 1.368
*
```

For the HOMO-LUMO gap, the calculation gives 6.665 eV. Its HOMO energy is -4.662 eV.

Here are the Mulliken charges for atoms 1 to 2, given in e: In 1.98; O -0.67

=====

No. 3
This record from OMol25 describes a cluster of 6 separate species, C18H36O6 in total in a non-equilibrium geometry. The level of theory is ωB97M-V/def2-TZVPD.

```
! wB97M-V def2-TZVPD RIJCOSX def2/J DEFGRID3
* xyz 0 1
C 12.815 -17.143 -22.595
C 13.030 -17.607 -21.203
O 12.727 -16.897 -20.231
C 13.635 -18.948 -20.974
H 12.835 -16.055 -22.523
H 11.868 -17.443 -23.043
H 13.674 -17.440 -23.197
H 12.789 -19.570 -20.682
H 14.288 -19.036 -20.106
H 14.075 -19.211 -21.936
C 15.322 -10.024 -16.183
C 16.063 -11.026 -17.040
O 17.157 -10.756 -17.578
C 15.306 -12.350 -17.270
H 14.257 -10.163 -15.997
H 15.615 -9.078 -16.637
H 15.794 -10.177 -15.212
H 14.360 -12.165 -17.780
H 15.062 -12.921 -16.374
H 15.938 -13.049 -17.818
C 2.336 -5.398 -24.006
C 0.968 -4.817 -24.292
O 0.270 -5.206 -25.264
C 0.499 -3.740 -23.316
H 2.320 -6.466 -24.225
H 2.577 -5.322 -22.946
H 3.104 -4.930 -24.622
H -0.371 -3.254 -23.756
H 1.348 -3.078 -23.143
H 0.292 -4.120 -22.315
C 10.601 -9.525 -20.696
C 9.285 -9.242 -21.275
O 8.945 -9.644 -22.340
C 8.308 -8.396 -20.572
H 10.594 -10.047 -19.739
H 11.158 -8.590 -20.628
H 11.213 -10.064 -21.419
H 8.585 -8.269 -19.525
H 7.340 -8.897 -20.551
H 8.169 -7.440 -21.078
C 3.575 -4.963 -15.428
C 2.920 -5.162 -16.736
O 3.598 -4.880 -17.725
C 1.501 -5.683 -16.707
H 3.906 -3.925 -15.418
H 4.430 -5.626 -15.296
H 2.898 -5.170 -14.600
H 1.592 -6.756 -16.540
H 0.888 -5.460 -17.580
H 1.095 -5.333 -15.757
C 9.634 -2.243 -19.405
C 10.145 -1.065 -18.678
O 9.665 0.044 -18.943
C 11.335 -1.308 -17.793
H 9.170 -1.904 -20.331
H 8.945 -2.808 -18.776
H 10.562 -2.805 -19.512
H 11.058 -1.677 -16.805
H 11.802 -0.342 -17.599
H 11.988 -1.960 -18.373
*
```

For the HOMO-LUMO gap, the calculation gives 9.969 eV. Its HOMO energy is -9.614 eV. The value obtained for the energy relative to the best compared isomer or geometry (same formula, charge and spin) is 1.833 eV. The SMILES is CC(C)=O.CC(C)=O.CC(C)=O.CC(C)=O.CC(C)=O.CC(C)=O.

Here are the Mulliken charges for atoms 1 to 2, given in e: C -1.00; C 0.73

=====

No. 4
This record from OMol25 describes a cluster of 2 separate species, C3H7OS in total in a non-equilibrium geometry. The level of theory is ωB97M-V/def2-TZVPD.

```
! wB97M-V def2-TZVPD RIJCOSX def2/J DEFGRID3
* xyz -2 2
C 1.969 -0.651 1.624
S 0.996 -1.422 0.209
H 1.344 -0.671 2.562
H 2.196 0.315 1.588
H 2.760 -1.321 1.689
C -2.082 0.044 -1.163
C -1.120 0.929 -1.323
O -0.049 1.191 -0.630
H -2.648 -0.095 -2.069
H -2.392 -0.374 -0.199
H -1.340 1.701 -2.004
H 0.365 0.355 -0.285
*
```

Its expectation value of S² is 0.755. For the HOMO-LUMO gap (spin up / spin down), the calculation gives 2.352 / 5.731 eV. Its HOMO energy (spin up / spin down) is 3.887 / 0.387 eV. The value obtained for the energy relative to the best compared isomer or geometry (same formula, charge and spin) is 1.435 eV.

Here are the Mulliken charges for atoms 1 to 2, given in e: C -1.28; S -0.87

=====

No. 5
This record from OMol25 describes a cluster of 2 separate species, CH4O2S in total in a non-equilibrium geometry. The level of theory is ωB97M-V/def2-TZVPD.

```
! wB97M-V def2-TZVPD RIJCOSX def2/J DEFGRID3
* xyz 0 1
S 0.204 -0.445 2.756
H 0.348 0.474 1.819
H 0.233 -1.290 1.782
O -0.602 1.443 -1.953
C 0.073 0.511 -2.321
O 0.008 -0.783 -1.760
H 0.959 0.576 -3.096
H -0.496 -0.985 -0.974
*
```

For the HOMO-LUMO gap, the calculation gives 10.503 eV. Its HOMO energy is -9.993 eV. The value obtained for the energy relative to the best compared isomer or geometry (same formula, charge and spin) is 0.613 eV. The SMILES is O=CO.S.

Here are the Mulliken charges for atoms 1 to 2, given in e: S -0.22; H 0.13

=====

No. 6
This record from OMol25 describes a structure of composition C23H16BrIrN4O in a non-equilibrium geometry. The level of theory is ωB97M-V/def2-TZVPD.

```
! wB97M-V def2-TZVPD RIJCOSX def2/J DEFGRID3
* xyz 2 1
Ir -0.885 -0.095 -0.775
Br 3.605 -5.921 -1.319
C 2.227 -4.656 -1.395
C 0.882 -5.093 -1.486
C -0.149 -4.191 -1.485
C 0.109 -2.819 -1.383
O -0.898 -1.978 -1.299
C 1.447 -2.372 -1.372
C 1.768 -1.018 -1.385
N 0.936 0.010 -1.439
C 1.439 1.349 -1.553
C 2.732 1.709 -1.831
C 3.102 3.071 -1.832
C 2.179 4.054 -1.604
C 0.821 3.708 -1.416
C -0.225 4.644 -1.262
C -1.518 4.207 -1.128
C -1.774 2.832 -1.120
N -0.806 1.930 -1.221
C 0.477 2.350 -1.389
C 2.506 -3.328 -1.349
H 0.672 -6.153 -1.537
H -1.182 -4.507 -1.540
H 2.828 -0.789 -1.350
H 3.489 0.968 -2.050
H 4.137 3.330 -2.006
H 2.471 5.095 -1.562
H 0.005 5.703 -1.269
H -2.342 4.900 -1.038
H -2.788 2.457 -1.064
H 3.533 -2.990 -1.301
N -0.048 0.211 3.252
C 0.280 0.366 1.966
N -0.730 0.040 1.183
C -1.789 -0.352 2.005
C -3.074 -0.785 1.685
C -3.901 -1.106 2.738
C -3.461 -1.001 4.072
C -2.192 -0.571 4.391
C -1.362 -0.246 3.322
H 0.557 0.399 4.036
H 1.242 0.715 1.628
H -3.410 -0.873 0.655
H -4.908 -1.447 2.542
H -4.141 -1.268 4.869
H -1.861 -0.489 5.417
*
```

For the HOMO-LUMO gap (spin up / spin down), the calculation gives 6.448 / 6.446 eV. Its HOMO energy (spin up / spin down) is -14.091 / -14.090 eV.

Here are the Mulliken charges for atoms 1 to 2, given in e: Ir 1.24; Br -0.11